1.
Entry from the Open Molecules 2025 dataset: 5 unconnected molecules or ions with the total composition C36H56N2O8S3 in a non-equilibrium geometry (wB97M-V/def2-TZVPD).

Calculated values
LUMO ... -0.0126 Eh
E_HOMO ... -7.875 eV
Frontier orbital gap ... 7.532 eV
Multiplicity ... 1
Largest force on an atom ... 2.0 eV/A
Energy ... -3311.3147 hartree
SMILES string ... CCN(CC)C(=S)SCCCc1ccc2c(c1)Sc1ccccc1N2.CCOC(C)=O.CCOC(C)=O.CCOC(C)=O.CCOC(C)=O

Positions of all 105 atoms, in Å:
S -0.472 -2.834 0.021
S -2.893 -1.668 6.336
S -5.794 -2.031 6.857
O 6.169 4.730 -2.179
O 5.730 5.239 -4.279
O 0.963 -3.182 -7.576
O 0.086 2.933 -1.152
O 4.856 0.575 -2.457
O 5.240 0.143 -0.332
O -0.133 4.767 -2.354
O 0.737 -3.287 -5.389
N -3.297 -2.362 -1.282
N -4.751 0.305 5.950
C 5.766 2.922 -3.798
C 1.321 6.515 -3.249
C -3.238 -5.045 3.831
C -6.214 2.038 4.878
C 4.854 -1.716 -1.896
C -0.789 -4.319 -3.809
C 0.071 -0.606 -1.561
C -2.065 -3.271 0.708
C 0.229 -3.140 -6.626
C 7.501 3.090 -0.978
C 6.495 -1.489 0.971
C -2.551 -0.436 -2.513
C 0.403 4.081 -1.329
C -2.076 -3.907 1.935
C -2.239 -1.457 -1.614
C 0.031 6.180 -2.528
C -4.609 -1.041 6.360
C -0.017 -3.073 -4.191
C -5.995 0.537 5.197
C -4.420 -3.368 0.583
C 5.858 4.381 -3.447
C -2.924 -2.674 4.800
C -3.282 -4.309 2.497
C -3.699 2.376 6.938
C -0.264 0.382 -2.469
C 6.178 3.822 -1.070
C 4.956 -0.248 -1.586
C -3.528 -4.077 5.024
C -1.266 -3.011 -6.799
C -3.220 -2.983 0.001
C -0.942 -1.515 -1.164
C 5.196 -0.729 0.805
C -4.447 -4.011 1.805
C -4.637 1.162 7.169
C 1.453 4.747 -0.474
C -1.582 0.445 -2.907
H 1.362 6.003 -4.211
H 5.015 2.806 -4.578
H 6.042 4.435 -0.180
H -5.382 -3.181 0.107
H 7.333 -0.795 1.043
H 5.042 -0.082 1.667
H 5.446 2.294 -2.968
H -3.470 -3.032 -2.024
H -5.645 1.469 7.481
H -6.896 0.197 5.727
H -1.688 -3.998 -6.986
H -1.457 -2.372 -7.658
H 4.114 -1.846 -2.684
H -5.363 2.484 4.352
H 2.194 6.195 -2.681
H -0.056 6.698 -1.572
H -4.164 0.544 7.943
H -0.661 -2.197 -4.288
H 1.396 7.589 -3.420
H -1.772 -2.555 -5.950
H -5.387 -4.327 2.262
H 2.439 4.501 -0.867
H 6.730 2.581 -4.177
H 4.329 -1.390 0.754
H -3.594 -2.140 4.113
H -4.618 -4.011 5.117
H 1.364 4.360 0.539
H -7.121 2.105 4.262
H -1.321 -4.161 -2.869
H -3.551 -0.306 -2.921
H 7.522 2.447 -0.097
H -1.866 1.237 -3.602
H 1.083 -0.709 -1.173
H -3.970 -5.864 3.800
H 5.329 3.136 -1.108
H -1.913 -2.708 4.384
H -0.111 -5.166 -3.694
H 0.497 1.075 -2.813
H 6.467 -2.102 1.872
H -5.865 0.046 4.222
H -6.449 2.580 5.804
H -2.713 2.240 7.395
H 4.517 -2.314 -1.052
H 1.349 5.827 -0.401
H 0.702 -2.841 -3.407
H -4.182 3.292 7.302
H 6.692 -2.139 0.118
H -2.240 -5.494 3.941
H -0.816 6.502 -3.133
H -3.529 2.506 5.863
H 7.678 2.474 -1.860
H -1.133 -4.090 2.451
H 5.823 -2.076 -2.241
H -1.514 -4.596 -4.576
H 8.323 3.803 -0.915
H -3.093 -4.516 5.930

***

2.
Entry from the Open Molecules 2025 dataset: a gas-phase ion, C2H2N3O (charge +1) in a non-equilibrium geometry (wB97M-V/def2-TZVPD).

Calculated values
LUMO ... -0.2094 Eh
E_HOMO ... -13.709 eV
Frontier orbital gap ... 8.010 eV
Multiplicity ... 1
Largest force on an atom ... 5.9 eV/A
Energy ... -316.5038 hartree
Charge ... +1
Energy above the lowest of the compared OMol25 structures with the same formula, charge and spin ... 226.5 kJ/mol

Positions of all 8 atoms, in Å:
O 0.359 -0.396 -2.949
N -0.024 0.512 2.794
N 0.700 0.111 -0.591
N 0.022 0.288 1.695
C 0.566 -0.180 -1.856
C 0.032 -0.308 0.542
H -0.948 -0.999 0.454
H 1.572 0.780 -0.507

***

3.
Entry from the Open Molecules 2025 dataset: 2 unconnected molecules or ions with the total composition C5H16N in a non-equilibrium geometry (wB97M-V/def2-TZVPD).

Calculated values
LUMO ... -0.1518 Eh
E_HOMO ... -13.897 eV
Frontier orbital gap ... 9.765 eV
Multiplicity ... 1
Largest force on an atom ... 4.9 eV/A
Energy ... -254.5253 hartree
Charge ... +1
Energy above the lowest of the compared OMol25 structures with the same formula, charge and spin ... 202.0 kJ/mol

Positions of all 22 atoms, in Å:
N 1.413 -0.228 2.583
C 0.839 -0.763 1.300
C -1.790 1.727 -1.025
C -0.921 0.447 -2.842
C 0.827 -2.344 1.287
C -0.449 1.249 -1.638
H -1.851 0.930 -3.104
H 0.343 2.021 -1.878
H -2.535 0.891 -1.066
H 0.729 -0.671 3.389
H 1.928 -2.772 1.408
H 0.583 -2.611 0.215
H 1.319 -0.403 0.404
H -1.800 2.005 0.052
H -1.996 2.664 -1.694
H 2.424 -0.705 2.713
H -0.067 -2.749 1.942
H 1.339 0.767 2.841
H 0.026 0.679 -0.851
H -0.087 -0.155 1.285
H -0.205 0.419 -3.655
H -1.067 -0.606 -2.576

***

4.
Entry from the Open Molecules 2025 dataset: a single C4H8O2 molecule (wB97M-V/def2-TZVPD).

Calculated values
LUMO ... 0.0320 Eh
E_HOMO ... -9.671 eV
Frontier orbital gap ... 10.543 eV
Multiplicity ... 1
Largest force on an atom ... 0.5 eV/A
Energy ... -307.6513 hartree
SMILES string ... CO[C@@H](C)C=O
Energy above the lowest of the compared OMol25 structures with the same formula, charge and spin ... 160.4 kJ/mol

Positions of all 14 atoms, in Å:
O -1.319 2.088 0.375
O 0.792 -0.714 -0.173
C -0.438 -0.038 -0.289
C -1.563 -0.974 0.134
C 1.947 0.092 -0.312
C -0.489 1.229 0.550
H -2.484 -0.386 0.157
H 2.726 -0.517 -0.775
H -1.691 -1.785 -0.588
H 0.281 1.320 1.345
H 1.767 0.971 -0.946
H -1.364 -1.413 1.117
H -0.645 0.275 -1.326
H 2.316 0.440 0.663

***

5.
Entry from the Open Molecules 2025 dataset: 2 unconnected molecules or ions with the total composition BH4NS in a non-equilibrium geometry (wB97M-V/def2-TZVPD).

Calculated values
LUMO ... 0.0259 Eh
E_HOMO ... -9.786 eV
Frontier orbital gap ... 10.492 eV
Multiplicity ... 1
Largest force on an atom ... 1.3 eV/A
Energy ... -480.1728 hartree
SMILES string ... [H]/B=N/[H].S
Energy above the lowest of the compared OMol25 structures with the same formula, charge and spin ... 181.1 kJ/mol

Positions of all 7 atoms, in Å:
S -0.584 2.395 -0.296
N 0.264 -1.441 0.888
B 0.863 -2.410 0.383
H -1.049 1.881 -1.453
H -0.610 3.680 -0.811
H -0.380 -0.806 1.288
H 1.496 -3.299 0.001

***

6.
Entry from the Open Molecules 2025 dataset: a single C3H3NOS molecule in a non-equilibrium geometry (wB97M-V/def2-TZVPD).

Calculated values
LUMO ... -0.0050 Eh
E_HOMO ... -9.209 eV
Frontier orbital gap ... 9.072 eV
Multiplicity ... 1
Largest force on an atom ... 5.3 eV/A
Energy ... -644.1412 hartree
SMILES string ... C#CC(=S)NO
Energy above the lowest of the compared OMol25 structures with the same formula, charge and spin ... 382.6 kJ/mol

Positions of all 9 atoms, in Å:
S 0.485 1.445 0.010
O 2.017 -0.944 -0.088
N 0.642 -1.167 0.183
C -2.839 -0.331 0.004
C -0.072 -0.108 0.025
C -1.595 -0.425 -0.103
H -3.935 -0.110 0.006
H 2.138 -0.008 -0.134
H 0.438 -2.103 -0.171

***

7.
Entry from the Open Molecules 2025 dataset: a molecular structure, C12H17N3O2 in a non-equilibrium geometry (wB97M-V/def2-TZVPD).

Calculated values
LUMO ... 0.0019 Eh
E_HOMO ... -7.426 eV
Frontier orbital gap ... 7.479 eV
Multiplicity ... 1
Largest force on an atom ... 15.5 eV/A
Energy ... -781.7055 hartree
Energy above the lowest of the compared OMol25 structures with the same formula, charge and spin ... 1368.3 kJ/mol

Positions of all 34 atoms, in Å:
O -3.325 -2.057 -2.808
O -0.900 0.484 -1.700
N 1.629 1.495 1.742
N -1.768 -0.789 0.911
N -1.885 -1.221 -0.429
C -2.227 -1.044 -2.898
C -0.447 0.193 2.618
C 0.394 1.495 2.278
C 1.514 1.048 0.423
C 3.905 1.605 2.146
C -3.649 -2.062 -4.055
C -1.449 -0.485 -1.840
C 2.823 0.798 2.421
C -3.003 -1.250 -5.082
C 0.877 -0.662 0.495
C -0.484 -0.512 1.090
C -2.163 -0.397 -4.167
H -3.154 -1.374 -5.973
H 2.535 0.687 -0.011
H 0.662 -1.021 -0.517
H 0.411 2.018 3.439
H -4.478 -2.831 -4.107
H 3.789 2.579 2.130
H -1.418 0.071 2.955
H 0.879 1.368 -0.143
H 1.443 -1.204 0.936
H 0.269 -0.875 3.259
H -2.852 -1.705 -0.536
H -0.493 1.981 1.903
H 2.867 -0.182 2.404
H 4.763 1.190 2.792
H 2.389 1.104 3.617
H -1.575 0.367 -4.404
H 4.120 1.187 1.112

***

8.
Entry from the Open Molecules 2025 dataset: a single C5H9NO molecule in a non-equilibrium geometry (wB97M-V/def2-TZVPD).

Calculated values
LUMO ... 0.0279 Eh
E_HOMO ... -10.675 eV
Frontier orbital gap ... 11.434 eV
Multiplicity ... 1
Largest force on an atom ... 1.4 eV/A
Energy ... -325.8833 hartree
SMILES string ... CC[C@@H](O)CC#N
Energy above the lowest of the compared OMol25 structures with the same formula, charge and spin ... 142.4 kJ/mol

Positions of all 16 atoms, in Å:
O -1.389 0.880 0.436
N 2.307 1.545 0.066
C 0.458 -0.733 0.062
C -0.046 -1.483 1.286
C 1.368 1.722 -0.585
C -0.560 0.270 -0.537
C 0.113 1.454 -1.280
H 0.336 1.202 -2.322
H -0.567 2.310 -1.276
H -0.944 -2.090 1.123
H 0.753 -2.141 1.640
H -1.903 0.185 0.867
H -1.189 -0.244 -1.283
H -0.241 -0.760 2.086
H 1.374 -0.233 0.416
H 0.768 -1.411 -0.743

***

9.
Entry from the Open Molecules 2025 dataset: a single C3H6N2O2 molecule (wB97M-V/def2-TZVPD).

Calculated values
LUMO ... 0.0331 Eh
E_HOMO ... -9.891 eV
Frontier orbital gap ... 10.792 eV
Multiplicity ... 1
Largest force on an atom ... 0.6 eV/A
Energy ... -377.9007 hartree
SMILES string ... [H]/N=C/OCC(N)=O
Energy above the lowest of the compared OMol25 structures with the same formula, charge and spin ... 154.0 kJ/mol

Positions of all 13 atoms, in Å:
O -1.561 1.086 1.171
O 1.068 0.096 1.105
N 1.832 -0.053 -1.064
N -1.850 -0.222 -0.678
C -1.231 0.134 0.490
C 1.632 0.613 -0.008
C -0.053 -0.757 0.909
H -2.497 0.459 -1.055
H -0.271 -1.188 1.889
H 1.857 1.670 0.142
H 0.166 -1.556 0.194
H -1.379 -0.823 -1.340
H 2.287 0.541 -1.755

***

10.
Entry from the Open Molecules 2025 dataset: a molecular structure, C37H31N5O10P2Pd (wB97M-V/def2-TZVPD).

Calculated values
LUMO ... 0.1379 Eh
E_HOMO ... -1.659 eV
Frontier orbital gap ... 5.412 eV
Multiplicity ... 1
Largest force on an atom ... 0.8 eV/A
Energy ... -3265.3533 hartree
Charge ... -2
Energy above the lowest of the compared OMol25 structures with the same formula, charge and spin ... 0.0 kJ/mol

Positions of all 86 atoms, in Å:
Pd -0.251 1.420 -0.406
P 1.117 -1.716 -1.842
P -0.050 -0.632 0.796
O -1.929 2.698 1.062
O -2.199 1.262 -1.746
O 2.024 4.917 1.703
O -4.378 5.434 2.844
O -5.284 7.327 -1.377
O -0.929 2.848 -2.728
O 1.920 -0.587 -2.372
O -3.783 3.376 2.964
O 1.212 0.178 1.009
O -4.352 6.547 -3.153
N -3.897 4.415 2.339
N -4.541 6.517 -1.939
N 1.870 2.506 -2.189
N 1.891 3.705 -0.238
N 3.392 3.121 1.504
C 1.041 -4.540 3.134
C -1.769 2.460 -1.882
C -3.096 4.529 -1.796
C 2.383 3.986 0.997
C -1.632 -0.349 1.651
C 2.181 -2.830 -0.876
C 3.825 3.327 2.870
C -4.141 5.442 0.193
C -0.321 -4.165 -5.476
C -2.780 -0.171 3.764
C 3.396 1.830 -0.465
C 0.605 -3.140 -5.605
C 1.011 -2.424 -4.490
C -0.505 -3.299 1.774
C 0.376 -2.220 1.712
C 3.846 2.066 0.777
C -0.444 -3.746 -3.113
C 1.589 -2.320 2.383
C -1.629 -0.444 3.042
C -0.351 -1.391 -0.866
C -3.960 0.245 1.717
C -3.912 5.500 -1.169
C 2.360 2.702 -0.944
C 0.497 -2.726 -3.231
C 1.919 -3.467 3.093
C 3.943 -4.426 0.569
C 3.395 -2.314 -0.439
C -0.847 -4.466 -4.227
C 2.727 -4.944 0.143
C -3.552 4.441 0.937
C -3.950 0.167 3.100
C 4.273 -3.110 0.281
C -2.508 3.534 -1.081
C -2.612 3.469 0.375
C 1.850 -4.149 -0.576
C -0.177 -4.454 2.468
C -2.801 0.012 0.990
H -1.584 -5.253 -4.122
H 4.583 1.439 1.264
H 1.004 -2.888 -6.580
H 2.265 -1.475 2.336
H 1.865 1.536 -2.495
H 0.987 2.977 -2.375
H 3.904 4.394 3.062
H -0.878 -5.281 2.505
H 3.737 0.995 -1.055
H -4.842 0.407 3.665
H -2.939 4.574 -2.864
H -4.858 0.551 1.195
H -2.757 -0.205 4.847
H 0.904 -4.564 -0.897
H -1.477 -3.224 1.295
H -2.796 0.187 -0.079
H 3.101 2.911 3.575
H 1.298 -5.437 3.686
H 1.718 -1.608 -4.573
H -4.783 6.161 0.674
H 2.455 -5.965 0.384
H 5.214 -2.697 0.625
H -0.987 -0.713 -1.457
H 4.626 -5.046 1.137
H 2.870 -3.525 3.610
H -0.867 -2.352 -0.750
H -0.885 -3.980 -2.151
H 3.631 -1.283 -0.662
H -0.643 -4.721 -6.348
H 4.792 2.847 3.017
H -0.719 -0.715 3.565

***

11.
Entry from the Open Molecules 2025 dataset: a molecular structure, C9H14AsF6MgNO in a non-equilibrium geometry (wB97M-V/def2-TZVPD).

Calculated values
LUMO (alpha / beta) ... -0.1179 / -0.2296 Eh
E_HOMO (alpha / beta) ... -13.520 / -13.457 eV
Frontier orbital gap (alpha / beta) ... 10.310 / 7.210 eV
Multiplicity ... 2
Largest force on an atom ... 1.3 eV/A
Energy ... -3516.3387 hartree
Charge ... +1
Energy above the lowest of the compared OMol25 structures with the same formula, charge and spin ... 10.8 kJ/mol

Positions of all 33 atoms, in Å:
As -1.108 2.727 -1.521
Mg -0.856 0.070 -0.751
F 0.377 3.437 -1.915
F -1.924 3.213 -2.912
F -2.459 1.633 -1.034
F -1.648 3.949 -0.501
F -0.575 1.177 -2.395
F -0.298 1.882 -0.119
O -2.278 -1.036 -1.677
N 1.153 -0.653 -0.873
C 0.098 -0.414 3.805
C 2.121 0.463 -0.906
C 1.329 -1.471 -2.089
C -1.735 -0.357 2.253
C -0.818 -0.657 1.286
C 0.971 -0.793 2.794
C 1.376 -1.459 0.354
C -1.247 -0.190 3.550
C 0.515 -0.967 1.489
H 2.346 -1.867 -2.161
H -2.788 -0.201 2.045
H 1.922 1.111 -1.756
H 1.099 -2.495 0.147
H 2.052 1.054 0.005
H -2.590 -1.946 -1.711
H 2.019 -0.968 3.006
H -1.930 0.090 4.340
H 0.472 -0.303 4.814
H 3.140 0.076 -0.997
H 2.433 -1.448 0.631
H -2.933 -0.498 -2.146
H 0.628 -2.307 -2.090
H 1.137 -0.853 -2.965

***

12.
Entry from the Open Molecules 2025 dataset: 2 unconnected molecules or ions with the total composition C4H8O2 (wB97M-V/def2-TZVPD).

Calculated values
LUMO ... -0.0216 Eh
E_HOMO ... -9.042 eV
Frontier orbital gap ... 8.453 eV
Multiplicity ... 1
Largest force on an atom ... 0.6 eV/A
Energy ... -307.5797 hartree
Energy above the lowest of the compared OMol25 structures with the same formula, charge and spin ... 348.5 kJ/mol

Positions of all 14 atoms, in Å:
O -0.813 1.749 -1.072
O 1.266 1.964 0.324
C 0.353 1.307 0.950
C -0.758 1.010 -0.102
C -1.739 -0.102 0.160
C 1.349 -1.400 -0.058
H 0.782 -2.325 0.027
H 0.980 2.091 -0.621
H -1.760 -0.721 -0.731
H 1.121 -0.724 0.767
H 2.409 -1.632 -0.012
H -2.741 0.299 0.290
H 1.149 -0.980 -1.046
H -1.498 -0.714 1.028